Molecular formula: C2H7NS
Method: DFT, ωB97M-V/def2-TZVPD

orbital gap: 9.44 eV
lowest unoccupied orbital energy: 0.77 eV
HOMO level: -8.675 eV
ΔE to the lowest compared entry with this formula, charge and spin: 32.1 kcal per mole
E_tot: -533.27927 Ha
charge: 0
SMILES: C=CN.S

The geometry in XYZ format:
```
11
Properties=species:S:1:pos:R:3:mulliken_charge:R:1
N -0.323 -0.684 1.392 -0.501
H -1.858 -0.395 -1.194 0.155
H 0.740 0.518 -0.899 0.020
H -0.738 -0.130 2.121 0.271
H 2.234 1.193 -0.083 0.300
S -1.396 -1.058 -2.269 -0.295
H -0.863 -0.536 0.498 0.098
C 1.393 0.568 0.034 -0.700
H 1.230 0.431 2.267 0.271
C 0.874 0.149 1.260 0.214
H -1.294 -0.054 -3.129 0.167
```